Molecular formula: C4H14O2S
Method: DFT, the ωB97M-V functional and the def2-TZVPD basis

Structure (XYZ):
```
21
Properties=species:S:1:pos:R:3:mulliken_charge:R:1
C 2.096 -0.376 0.228 -1.44
C 0.972 0.457 0.753 -0.33
C -0.288 0.452 -0.209 -1.08
S -1.877 1.349 0.253 -0.39
C -2.131 1.992 -1.468 -0.67
H 1.968 -1.437 0.255 0.49
H 2.979 -0.246 0.921 0.40
H 2.433 -0.099 -0.786 0.39
H 0.497 0.028 1.649 -0.03
H 1.053 1.548 0.782 0.41
H 0.257 0.898 -1.049 0.47
H -0.719 -0.521 -0.302 0.59
H -1.569 2.961 -1.650 0.19
H -3.230 2.127 -1.644 0.32
H -1.814 1.102 -2.169 0.16
H -0.369 -1.155 6.469 0.57
H -1.725 -1.050 5.904 0.45
O -1.265 -1.323 6.728 -1.38
H 1.056 -2.224 -5.682 0.37
H 0.748 -2.627 -4.205 0.41
O 0.928 -1.854 -4.778 -0.87
```

LUMO energy (alpha / beta)   0.1015 / 0.1029 Eh
Charge   -1
Total energy   -19302.93892 eV
ΔE to the lowest compared entry with this formula, charge and spin   1.492 eV
Frontier orbital gap (alpha / beta)   1.69 / 8.39 eV
Multiplicity   2